No. 1
Computed, not measured: C20H17N7O3 in the gas phase in a non-equilibrium geometry, with ωB97M-V with the def2-TZVPD basis set.

Last column: Mulliken charge in e.
Cartesian coordinates (Å):
O -0.44897 -3.81533 -3.23225  -0.59
O -1.34892 -0.56781 0.24937  -0.76
N -0.96469 2.85348 3.12489  -1.31
N 2.98479 -6.50415 -3.42530  -0.56
N -4.51911 3.42786 2.13826  -0.39
O 4.25331 -6.87729 -2.78449  -0.20
C 0.67709 -3.83631 -2.79849  0.12
C -0.47461 0.24169 0.64796  1.06
C -0.18161 2.02253 2.52232  -0.54
C 2.60017 -5.47964 -2.76059  0.54
C 4.65551 -5.94017 -1.87512  -0.29
C 3.53339 -5.16005 -1.77537  -0.23
C -0.87929 1.44080 1.41753  -0.48
C -2.19072 1.91269 1.51896  0.01
C -5.42429 4.41596 2.23652  -0.42
C -3.35813 3.62751 2.83704  0.65
C -5.32721 5.36169 3.21589  -0.30
C -3.23900 4.52447 3.86024  -0.15
C -4.31498 5.33312 4.14739  -0.55
C 2.56865 -2.01349 -2.85277  0.02
C 0.88782 -1.82657 -1.21376  0.08
C 3.15990 -0.89697 -2.37149  -1.14
C 1.34174 -2.53823 -2.33094  -0.46
C 1.41270 -0.71997 -0.73420  -0.22
C 2.54476 -0.19789 -1.37812  1.31
N -3.24795 1.42383 0.70618  -0.41
N 1.42094 -4.89686 -3.24658  -0.21
N 0.84040 0.14269 0.25350  -0.05
N -2.18629 2.90924 2.53071  0.92
C 3.02545 1.26081 -0.94906  -1.67
H 0.79492 1.69250 2.80339  0.55
H 5.63437 -5.77899 -1.43743  0.39
H 3.41721 -4.19422 -1.23285  0.30
H -6.30466 4.42303 1.61114  0.39
H -6.18813 6.04356 3.40606  0.29
H -2.33827 4.69562 4.48555  0.36
H -4.13006 6.09973 4.88356  0.37
H 2.95646 -2.56460 -3.74827  0.37
H -0.01481 -2.03341 -0.70497  0.68
H 3.93081 -0.39356 -2.93241  0.37
H -4.17947 1.73485 0.95051  0.33
H -3.10572 0.46744 0.35426  0.25
H 1.00836 -5.53325 -3.98062  0.28
H 1.31400 1.05413 0.48179  -0.04
H 4.09272 1.29075 -1.18585  0.47
H 2.46396 1.91337 -1.54083  0.40
H 2.84746 1.45538 0.10872  0.43

Forces on the atoms, in the same order (eV/Å):
-1.21 0.44 0.87
1.54 1.03 0.77
0.31 2.38 2.74
2.43 -2.03 0.78
1.93 0.86 -0.35
0.87 -0.29 -1.20
0.08 1.45 -2.44
-2.21 -1.06 -1.70
-1.91 -0.53 -1.94
-0.50 0.23 -0.63
-4.36 0.42 -1.38
1.09 3.89 2.26
0.18 -0.93 0.67
-0.83 -0.90 -1.53
0.49 -1.07 0.71
-0.22 -0.18 0.26
-2.26 1.53 1.48
0.56 1.08 1.79
1.15 0.57 -1.05
-1.77 -3.86 -2.03
-2.67 -2.94 -0.67
0.01 1.41 -0.47
2.37 0.43 1.54
2.21 4.18 0.28
0.31 2.49 2.29
1.25 0.93 1.46
1.44 -1.76 0.14
-0.10 1.30 1.16
-0.58 -4.07 -3.74
0.79 -3.36 -0.20
0.42 0.58 0.67
-0.14 -0.91 -0.22
0.39 -1.08 -0.13
0.08 -0.44 -0.26
0.82 -0.40 -0.54
-0.46 -0.74 -0.88
-0.67 -0.01 0.33
-0.02 0.71 0.91
-1.04 -1.10 0.07
0.49 -0.25 0.05
0.29 -0.03 -0.02
0.22 0.75 0.37
0.06 1.32 1.35
-0.50 -1.97 -0.68
-0.21 0.46 0.15
-0.68 1.40 -0.85
0.56 0.08 -0.21

SMILES string: Cc1ccc(C(=O)Nc2ccon2)cc1NC(=O)c1cnn(-c2ccccn2)c1N
LUMO level (hartree): 0.0081
HOMO-LUMO gap (eV): 8.5

No. 2
Computed, not measured: C4H4O3 in the gas phase in a non-equilibrium geometry, with ωB97M-V with the def2-TZVPD basis set.

Last column: Mulliken charge in e.
Cartesian coordinates (Å):
O -0.46061 1.02945 -1.80222  -0.48
C 0.39524 0.29477 -1.35530  -0.16
C 0.06665 -0.12952 0.01492  0.57
C 0.96353 -0.45842 1.10517  -0.22
O 1.05798 0.84242 0.56886  -0.40
C -1.44860 -0.08179 -0.04033  -0.06
O -1.88189 -1.10394 -0.51589  -0.44
H 1.37686 0.14358 -1.80671  0.38
H 0.52841 -0.39359 2.10229  0.24
H 1.78930 -1.15524 0.99401  0.23
H -2.07111 0.78712 0.23783  0.34

Forces on the atoms, in the same order (eV/Å):
0.73 -0.18 -0.90
-0.29 0.07 -0.97
0.33 1.10 0.06
0.12 -0.44 0.27
-0.58 0.36 0.80
-0.29 -0.79 0.43
-0.43 0.52 0.47
0.12 -0.14 -0.11
-0.05 -0.53 -0.09
0.12 0.22 -0.10
0.22 -0.20 0.14

SMILES string: O=CC1(C=O)CO1
LUMO level (hartree): 0.0251
Energy above the lowest of the compared OMol25 structures with the same formula, charge and spin (kcal/mol): 82.2
HOMO-LUMO gap (eV): 10.9

No. 3
Computed, not measured: a 22-piece molecular cluster, C12H55FN3O22PS2 overall in a non-equilibrium geometry, with ωB97M-V with the def2-TZVPD basis set.

Last column: Mulliken charge in e.
Cartesian coordinates (Å):
C 4.04426 -2.75846 -1.41877  -1.25
C 3.80709 -1.22476 -1.32440  0.22
C 4.73148 -0.24548 -0.88052  -0.22
C 4.34067 1.08326 -0.89686  -1.90
C 3.07158 1.45887 -1.30359  -0.10
C 2.13941 0.52385 -1.71125  0.20
C 0.73660 0.96112 -2.11531  -1.30
P -0.42889 0.55972 -0.70647  1.03
N 0.00616 2.02938 0.17035  -0.25
C -1.05210 -0.98100 -1.63111  -0.57
C -2.20027 -1.66671 -0.94170  0.05
O -3.35168 -1.44710 -1.12791  -0.46
F -1.85817 -2.59872 -0.00924  -0.25
N -2.13661 1.11191 -0.59019  -0.57
C -2.55790 1.09639 0.54375  0.45
S -2.96212 0.63849 2.00134  -0.10
N 0.13629 -0.49495 0.56707  -0.07
C 0.91205 -0.00159 1.37979  0.29
S 2.16356 0.47219 2.16942  -0.20
C 2.54619 -0.80549 -1.72613  0.24
H 4.12023 -3.07776 -2.46092  0.24
H 4.87788 -3.10221 -0.80611  0.25
H 3.13131 -3.21176 -1.04549  0.33
H 5.72877 -0.53233 -0.53001  0.78
H 5.03321 1.84815 -0.55607  0.52
H 2.85111 2.52509 -1.27526  0.59
H 0.49330 0.37778 -3.01129  0.54
H 0.72365 2.01177 -2.41354  0.47
H 0.93395 2.36123 -0.09091  -0.04
H -0.60640 2.76999 -0.17732  0.26
H -1.38651 -0.78889 -2.65293  0.63
H -0.22158 -1.69468 -1.67774  0.07
H 1.85165 -1.56997 -2.06524  0.36
O -0.23360 -3.56615 2.50180  -0.66
H -0.58456 -4.42826 2.25867  0.28
H -0.60157 -2.96857 1.84059  0.39
O -3.23638 -1.12875 5.02417  -0.62
H -2.77913 -1.77961 4.48048  0.30
H -3.12028 -0.29872 4.54751  0.32
O -6.27697 -0.37999 -2.10587  -0.56
H -5.35234 -0.62502 -2.23473  0.26
H -6.23421 0.49416 -1.70092  0.31
O 6.83596 -1.92828 0.41885  -0.57
H 7.20101 -2.16968 1.27718  0.25
H 7.23809 -2.55497 -0.19597  0.28
O -1.18060 4.76077 0.23985  -0.64
H -1.01669 5.09876 1.13039  0.32
H -1.69342 5.45564 -0.18947  0.25
O 1.48300 5.76116 -0.39468  -0.64
H 0.67987 5.34622 -0.04545  0.34
H 2.11398 5.72023 0.33079  0.33
O -5.63156 0.29356 -5.33090  -0.64
H -5.81332 0.11762 -4.39899  0.37
H -6.41031 -0.03785 -5.78722  0.30
O -9.32089 -0.98933 -1.41646  -0.63
H -8.50434 -1.14100 -1.90688  0.31
H -9.82996 -1.79757 -1.54999  0.31
O -5.28323 2.50253 3.53089  -0.64
H -4.57749 2.04874 3.05028  0.20
H -5.72200 3.03707 2.86152  0.31
O 7.35760 -4.04731 -2.05266  -0.56
H 8.17151 -4.16174 -2.55557  0.27
H 6.87558 -4.86045 -2.23816  0.30
O -6.36642 -0.50327 3.10304  -0.61
H -5.46203 -0.82805 3.06139  0.29
H -6.28846 0.36368 3.52285  0.35
O -0.11768 -1.05394 4.79079  -0.63
H -0.16726 -1.64524 4.02899  0.24
H -0.79408 -1.40332 5.38656  0.33
O 8.23520 0.56983 -0.96261  -0.65
H 7.48352 0.49304 -1.56379  0.32
H 8.22213 -0.25929 -0.47114  0.32
O 0.41468 -0.33355 7.53700  -0.64
H 0.21186 -0.67252 6.65391  0.40
H -0.38499 0.12827 7.80855  0.30
O 6.97682 -0.48906 -3.56338  -0.54
H 7.80940 -0.58452 -4.03713  0.28
H 6.50408 -1.30946 -3.73947  0.29
O -4.42444 2.76364 -2.35137  -0.65
H -4.07980 2.49103 -1.49497  0.34
H -4.03521 2.13644 -2.97013  0.30
O 2.71514 1.58182 8.01129  -0.64
H 3.57541 1.42688 7.61129  0.31
H 2.19148 0.80585 7.76626  0.34
O -0.43351 2.97194 2.96737  -0.61
H -0.19180 2.69584 3.85791  0.27
H -0.04756 2.29446 2.39185  0.22
O -10.97440 -2.61939 -3.27376  -0.62
H -11.23280 -1.80356 -3.71497  0.32
H -11.67725 -3.24019 -3.48976  0.30
O 1.63702 -3.85095 -2.53394  -0.54
H 1.51880 -4.43838 -3.28892  0.24
H 1.06562 -4.22735 -1.85428  0.27
O 4.48718 3.62683 -3.07275  -0.56
H 5.00248 3.04792 -3.64440  0.29
H 4.45495 4.46400 -3.54681  0.27

Forces on the atoms, in the same order (eV/Å):
-0.13 1.27 0.58
0.52 -0.35 0.00
-0.29 -0.83 -0.34
0.34 -0.10 0.23
0.08 0.78 0.31
0.21 0.45 0.15
0.34 -1.03 -0.62
0.55 0.51 -0.41
-0.37 0.28 -0.58
-0.48 -1.33 0.46
-0.42 0.55 -0.51
0.12 -0.30 0.08
0.26 0.05 -0.11
0.09 0.55 0.41
0.26 -1.41 0.10
-0.19 0.56 -0.40
-0.38 1.03 0.11
1.25 -0.75 -0.67
-0.59 -0.11 0.40
-0.47 -0.23 -0.13
0.26 0.05 0.15
0.08 0.16 -0.24
0.23 -0.18 0.10
-0.68 0.18 -0.22
-0.05 -0.07 -0.12
-0.15 -0.17 -0.19
-0.26 0.10 0.21
-0.11 -0.03 0.41
0.13 -0.30 0.20
0.05 0.02 0.42
-0.01 0.38 0.23
0.06 0.32 0.03
0.09 0.08 -0.02
-0.08 0.23 0.03
-0.01 -0.03 0.10
0.04 0.03 -0.16
0.10 -0.03 -0.08
-0.15 -0.04 -0.07
0.06 0.01 0.18
0.18 0.15 -0.39
0.00 -0.19 0.30
-0.11 0.00 0.01
0.53 -0.29 0.20
-0.05 0.05 0.03
-0.11 -0.16 -0.17
0.01 0.32 0.07
-0.18 -0.32 0.16
0.01 -0.06 -0.08
0.02 -0.11 0.17
0.01 0.01 -0.24
0.05 0.04 -0.06
0.08 -0.06 0.11
-0.17 0.03 0.05
0.00 0.02 -0.02
0.01 -0.07 -0.08
0.11 0.09 0.14
-0.05 0.08 -0.09
-0.01 -0.14 0.00
-0.06 0.21 0.02
-0.05 -0.01 0.03
0.12 -0.10 -0.14
0.07 0.15 0.08
-0.17 0.06 0.15
0.05 0.13 0.02
-0.04 -0.09 0.05
-0.02 0.02 -0.04
-0.29 -0.10 0.00
0.29 -0.16 0.02
-0.22 0.01 -0.25
0.04 0.02 0.01
0.10 -0.08 -0.11
-0.14 0.06 0.05
-0.13 -0.09 -0.05
0.47 0.23 0.14
0.07 0.06 0.09
-0.01 -0.05 -0.10
0.04 0.08 0.07
-0.08 0.03 0.12
-0.07 -0.12 0.08
0.10 0.03 -0.03
-0.02 0.06 -0.06
0.09 -0.10 -0.10
0.02 0.05 0.04
-0.24 0.04 0.06
0.12 -0.07 0.12
-0.03 0.08 0.03
-0.15 0.24 -0.19
-0.13 -0.08 -0.10
0.10 0.08 0.10
0.04 -0.05 0.05
-0.53 -0.34 -0.23
-0.02 0.06 -0.03
0.03 0.00 0.01
0.02 0.07 -0.13
0.00 -0.08 0.08
-0.02 0.03 0.06

LUMO level (hartree): -0.0265
HOMO-LUMO gap (eV): 8.3

No. 4
Computed, not measured: a 3-piece molecular cluster, C31H52FN5O10PS2 overall in a non-equilibrium geometry, with ωB97M-V with the def2-TZVPD basis set.

Last column: Mulliken charge in e.
Cartesian coordinates (Å):
C 2.59233 -6.08610 -0.17927  -0.62
C 0.97496 -6.10565 -0.54916  0.65
O 0.21548 -7.00343 0.12491  -0.47
O 0.45185 -5.21546 -1.59638  -0.30
C -0.24514 -4.04168 -1.03469  0.36
O -1.09392 -4.26316 -0.02491  -0.42
C 0.03440 -2.58429 -1.73006  -0.67
N 0.99729 -1.68575 -0.99390  0.52
C 2.30582 -2.05626 -1.18983  -0.17
F 2.93727 -3.16662 -1.93701  -0.30
C 3.14280 -0.91398 -0.34898  -0.76
C 4.07810 0.12262 -1.22222  0.04
C 5.57771 0.36962 -0.54182  -0.17
O 6.66474 0.20083 -1.34530  -0.59
N 5.82606 0.71745 0.90802  0.30
C 5.89839 2.22505 1.07209  -0.70
C 7.12527 0.12415 1.42502  -0.81
C 2.11080 -0.26154 0.80131  0.39
N 2.75002 1.08221 0.98318  0.47
C 2.14446 1.90851 1.86849  0.58
C 1.25753 1.56479 3.19153  -1.05
C 2.39774 3.54449 1.60670  -1.14
P 2.36213 -1.57962 2.19846  0.17
S 1.36350 -3.22351 1.95348  -0.30
C 0.75329 -0.40461 -0.16584  -0.19
C 0.61029 0.66655 -1.43724  -1.33
C 0.38175 2.21691 -1.00562  0.00
S -0.36922 3.08548 -2.53412  -0.08
C 1.10681 4.01787 -3.30901  0.45
N 1.44244 5.49231 -3.29293  -0.25
N 2.67018 5.52554 -3.99241  -0.27
C 3.10200 4.14309 -4.42878  -0.03
O 2.09202 3.13775 -4.00092  -0.19
C -0.55278 -0.33089 0.81333  -0.30
C -2.00288 -0.56993 0.09792  -0.08
O -2.61212 0.22229 -0.78548  -0.55
O -2.76868 -1.78821 0.52397  -0.19
C -3.61442 -1.25070 1.64090  0.55
C -5.15710 -0.66545 1.37855  -0.84
O -3.19916 -1.19238 2.92394  -0.42
H 2.79012 -6.97510 0.58556  0.29
H 3.27208 -6.28510 -1.14022  0.30
H 2.95049 -5.08783 0.31890  0.05
H 0.54783 -2.82035 -2.78258  0.60
H -0.99448 -2.05645 -2.02622  0.47
H 3.98325 -1.59014 0.16304  0.68
H 3.54035 1.12146 -1.53212  0.04
H 4.30659 -0.44099 -2.24977  0.41
H 6.94000 2.62279 0.71644  0.44
H 5.67048 2.44300 2.21754  0.27
H 5.06173 2.67906 0.36030  0.00
H 8.08041 0.69193 1.00647  0.28
H 7.14374 0.32659 2.60099  0.31
H 7.19576 -1.04683 1.30436  0.28
H 0.65008 0.56648 3.15967  0.29
H 1.97816 1.63823 4.12846  0.32
H 0.47555 2.45301 3.32930  0.34
H 1.35773 3.94065 1.17465  0.29
H 2.62290 4.12619 2.59879  0.38
H 3.17996 3.70770 0.75044  0.17
H 2.02586 -1.08347 3.52240  0.19
H 3.77600 -1.97101 2.29616  0.15
H 1.51139 0.62465 -2.18240  0.42
H -0.33377 0.27228 -2.05250  0.58
H 1.43270 2.71212 -0.86804  -0.09
H -0.38116 2.41288 -0.14352  0.32
H 4.04929 3.74593 -4.99127  0.33
H -0.59132 0.77164 1.27053  0.22
H -0.51312 -1.04519 1.75413  0.53
H -5.86302 -1.58253 1.17249  0.32
H -5.13197 0.09471 0.47990  0.28
H -5.59505 -0.09869 2.30587  0.29
C -1.35775 3.99336 -6.37488  -0.86
C -2.36396 2.99598 -5.82551  -0.13
O -3.69412 3.21916 -6.28504  -0.44
C -3.90454 3.12717 -7.69125  -0.31
C -3.57797 1.75933 -8.26513  -0.99
H -1.68467 5.02000 -6.17985  0.29
H -0.37685 3.84101 -5.91314  0.17
H -1.23916 3.88861 -7.45599  0.34
H -2.39251 3.09477 -4.73520  0.15
H -2.05564 1.96833 -6.03461  0.23
H -3.35109 3.91637 -8.21065  0.29
H -4.96734 3.33198 -7.86034  0.33
H -2.51018 1.53444 -8.18536  0.24
H -3.85098 1.71337 -9.32312  0.39
H -4.11851 0.97485 -7.72540  0.27
C -5.76540 -2.64780 8.61776  -1.03
C -6.15157 -3.12433 7.22750  -0.30
O -6.22191 -2.07483 6.26630  -0.43
C -5.01686 -1.35481 6.02217  -0.35
C -3.88990 -2.22187 5.48816  -0.91
H -6.42874 -1.84195 8.94865  0.29
H -5.82578 -3.47243 9.33536  0.39
H -4.74441 -2.25926 8.63887  0.26
H -7.15218 -3.56676 7.27645  0.33
H -5.48093 -3.91477 6.88068  0.29
H -4.70761 -0.81503 6.92324  0.27
H -5.25665 -0.59311 5.27224  0.28
H -3.56274 -2.95724 6.22930  0.38
H -3.02556 -1.60595 5.22448  0.29
H -4.21502 -2.77456 4.60063  0.24

Forces on the atoms, in the same order (eV/Å):
0.19 -0.47 -0.49
-2.65 -5.53 4.73
4.83 6.64 -5.25
0.12 2.08 2.50
-4.35 -2.83 5.66
5.71 2.28 -6.89
-1.32 -1.15 -2.43
3.03 -4.30 -1.64
-0.29 2.71 1.69
-3.36 4.49 2.79
2.80 -2.30 0.15
0.32 -0.44 -1.18
5.70 -0.48 -3.20
-7.10 0.71 4.67
0.43 -0.44 -2.08
-1.05 0.27 -0.20
0.98 0.04 1.31
2.59 -1.14 -3.00
-4.45 1.69 2.33
1.39 0.32 -0.88
-0.41 1.19 -0.30
-0.87 -1.01 -0.11
-0.20 -0.80 0.95
-0.20 -0.04 -0.43
-0.39 1.58 0.38
-0.84 0.18 0.19
0.84 -0.07 -0.89
2.24 1.08 -0.26
1.35 1.78 0.01
1.47 -7.92 -1.89
0.53 -5.59 -1.09
-3.51 2.61 2.41
0.24 6.14 0.87
-1.07 -0.09 0.44
-3.73 2.65 -3.73
4.53 -4.80 5.56
0.27 4.06 1.74
-0.01 1.11 6.98
0.47 -0.32 -0.69
-1.59 -0.59 -9.11
-0.76 2.03 -1.77
-1.74 0.52 1.97
-1.04 -1.79 -1.04
-1.10 0.48 2.36
2.27 -1.12 1.20
-1.73 1.40 -0.82
1.14 -1.95 1.03
-0.20 1.26 2.30
-1.89 -0.65 0.80
0.60 -0.15 -2.59
1.78 -0.75 1.78
-1.99 -1.46 0.57
-0.21 -0.39 -2.52
-0.21 2.54 -0.11
1.40 1.92 0.13
-1.44 -0.37 -2.00
1.67 -1.93 -0.32
2.15 -0.85 1.08
-0.30 -1.19 -2.02
-1.39 -0.38 1.95
0.58 0.30 -1.12
-0.94 1.29 -0.26
-1.55 -0.07 1.64
1.93 0.97 1.44
-2.22 -0.90 0.20
1.63 -0.49 -1.59
-2.17 1.12 1.25
0.15 -2.33 -1.37
0.07 1.10 -2.23
1.51 1.83 0.11
-0.06 -1.83 1.60
1.45 -1.33 -1.57
-0.03 0.09 -0.20
-0.19 0.23 -0.04
0.07 -0.03 0.16
-0.08 -0.07 -0.01
0.21 -0.13 0.08
0.05 -0.15 0.06
-0.08 0.01 -0.03
0.08 -0.02 0.07
-0.27 -0.01 -0.15
0.08 -0.08 -0.09
0.06 -0.05 -0.02
0.17 0.04 0.27
-0.07 0.02 -0.10
0.01 0.02 0.12
-0.01 0.13 -0.09
0.14 0.14 0.04
-0.12 0.10 0.10
-0.03 0.07 -0.10
-0.06 -0.16 -0.06
0.09 -0.29 0.28
0.02 -0.16 -0.05
-0.01 0.11 -0.12
-0.01 -0.08 0.05
0.09 0.20 -0.21
0.11 -0.01 0.02
0.06 -0.04 0.04
-0.19 -0.15 0.12
-0.01 0.09 0.00
-0.18 -0.12 0.05
0.07 0.16 0.12

Charge: +1
LUMO level (hartree): -0.1815
HOMO-LUMO gap (eV): 6.0

Which of these has the highest LUMO level?
C4H4O3